14
Properties=species:S:1:pos:R:3:forces:R:3:lowdin_charge:R:1 method="wB97M-V/def2-TZVPD" spin_multiplicity=1 charge=0 lumo_ev="-0.565 / -0.686" relative_energy_kcal_mol=97.92 gap_ha="0.3024 / 0.2946"
C 1.066485 1.033518 -1.050628 0.027 0.027 -0.047 -0.01
C 0.084221 -0.084215 -0.762881 0.268 0.109 0.102 -0.68
C -1.032304 0.247090 0.400806 -0.332 0.212 0.006 -0.07
C -0.430734 -0.682108 1.464238 0.077 -0.037 0.081 -0.15
C 0.338647 -1.159450 0.298741 -0.047 -0.184 0.141 0.10
O -0.402385 -0.803693 -1.710995 -0.042 -0.028 -0.159 -0.03
H 1.489671 1.462858 -0.135918 -0.079 -0.072 -0.108 0.08
H 0.564801 1.824407 -1.618040 0.041 -0.111 0.076 0.09
H 1.877202 0.633141 -1.665155 -0.093 0.046 0.080 0.09
H -0.983571 1.307274 0.653452 0.015 -0.144 -0.063 0.12
H -1.998735 -0.063503 0.015135 0.118 0.035 0.088 0.12
H 0.171972 -0.134755 2.194772 -0.081 -0.067 -0.109 0.12
H -1.095802 -1.387321 1.966398 0.143 0.082 -0.084 0.11
H 0.350530 -2.193244 -0.049925 -0.016 0.132 -0.005 0.12


170
Properties=species:S:1:pos:R:3:forces:R:3:mulliken_spin:R:1 method="wB97M-V/def2-TZVPD" s2=0.757 spin_multiplicity=2 charge=+1 lumo_ev="-3.383 / -9.149" gap_ha="0.2490 / 0.0372"
C -0.048998 1.299416 -23.518776 -0.360 -0.438 -0.987 0.00
C 0.970152 2.406697 -23.607776 2.148 -0.676 2.242 0.00
C 2.484345 2.069137 -23.592860 -0.143 -2.488 -0.639 0.00
O 2.856533 1.388992 -24.887907 0.958 1.273 2.392 0.00
C 4.268961 1.018120 -24.892261 -1.267 -0.757 -0.274 0.00
N 0.774450 3.418561 -24.543439 -1.011 1.846 -1.935 0.00
H -0.184547 0.720909 -24.432588 0.158 0.090 -0.256 0.00
H -1.003537 1.790947 -23.330729 -0.173 -0.165 0.103 0.00
H 0.143651 0.556021 -22.745240 0.195 0.328 0.236 0.00
H 0.804057 2.905740 -22.653058 0.377 0.142 0.544 0.00
H 2.689953 1.418255 -22.743047 -0.059 -0.838 -0.065 0.00
H 3.174575 2.867983 -23.321705 -0.286 0.840 -0.773 0.00
H 4.593074 0.537837 -23.969014 -0.290 0.078 0.346 0.00
H 4.992969 1.803521 -25.109164 -0.390 0.395 -0.169 0.00
H 4.300746 0.234892 -25.649644 0.342 0.202 -0.179 0.00
H 1.558912 4.035966 -24.390096 -0.111 0.587 -0.208 0.00
H 0.912360 3.105717 -25.493816 -0.095 -0.345 -0.227 0.00
C -9.724297 12.720125 -17.277482 0.194 0.207 3.172 0.01
C -9.567808 12.393453 -18.725587 -1.925 1.642 2.237 -0.02
C -9.155548 10.929159 -19.026229 1.068 -2.595 -0.645 0.10
O -8.112393 10.307847 -18.220143 -0.623 2.566 -1.193 0.12
C -6.737321 10.730392 -18.553767 -0.774 -0.564 0.149 0.00
N -10.932073 12.687392 -19.175368 1.190 -2.317 -1.561 0.76
H -8.866622 12.843185 -16.616159 0.603 0.275 -0.803 0.00
H -10.241733 11.992582 -16.652145 -0.291 -0.859 -0.702 -0.01
H -10.363261 13.582739 -17.088472 0.390 0.458 -0.440 0.00
H -8.860598 13.086273 -19.181613 0.022 -0.032 -0.505 0.06
H -8.928256 10.936963 -20.092238 0.678 -0.121 -0.136 0.00
H -9.974156 10.211093 -18.977555 -0.309 0.376 0.600 0.00
H -6.090376 10.058270 -17.990026 -0.111 -0.201 -0.353 0.00
H -6.436420 11.725678 -18.226728 -0.630 0.306 0.077 0.01
H -6.623374 10.644022 -19.634346 0.274 -0.108 0.059 0.00
H -11.228311 12.231797 -20.026702 0.151 0.402 -1.084 -0.02
H -11.738971 12.627448 -18.570862 0.093 0.570 1.030 -0.01
C -2.852749 9.824836 -18.267394 0.639 0.539 0.507 0.00
C -1.398622 10.176314 -18.561369 1.701 1.470 -0.978 0.00
C -1.047063 11.722141 -18.791460 -2.011 -1.195 -1.303 0.00
O 0.157565 12.029806 -19.474539 -0.250 1.245 3.235 0.00
C 0.223272 11.639044 -20.768876 0.316 -1.757 -1.702 0.00
N -0.453735 9.640681 -17.567422 -0.869 0.219 0.556 0.00
H -2.820859 8.741999 -18.388003 -0.932 0.078 0.208 0.00
H -3.572547 10.343054 -18.900979 0.251 -0.362 -0.700 0.00
H -3.183712 10.150673 -17.281296 0.309 -0.367 0.492 0.00
H -1.177168 9.626527 -19.476145 0.086 0.265 -0.361 0.00
H -1.213993 12.249519 -17.852258 1.003 0.134 0.158 0.00
H -1.843755 12.110404 -19.425987 -0.421 0.119 -0.283 0.00
H 0.925127 12.207987 -21.378630 0.094 0.354 0.477 0.00
H -0.723333 11.635116 -21.309276 -0.397 0.161 0.115 0.00
H 0.586548 10.611665 -20.743741 0.050 -0.373 -0.678 0.00
H 0.422331 10.129829 -17.682993 0.592 -0.247 -0.630 0.00
H -0.750223 10.116271 -16.727177 -0.226 -0.333 0.894 0.00
C -3.072177 4.013923 -24.805848 1.205 0.643 0.619 0.00
C -3.316011 3.408422 -26.181143 -0.255 0.781 0.617 0.00
C -1.972673 3.062476 -26.912922 -1.685 -1.469 1.138 0.00
O -2.287410 2.255856 -28.058613 0.634 0.896 -0.182 0.00
C -1.187538 1.576027 -28.654232 -0.922 -1.294 -0.069 0.00
N -4.186249 2.260102 -25.961755 0.277 -0.632 -1.143 0.00
H -1.996956 4.180623 -24.740979 0.174 0.478 0.378 0.00
H -3.314081 3.416824 -23.926619 -0.094 -0.708 -0.440 0.00
H -3.599288 4.939068 -24.572695 0.069 0.274 -0.517 0.00
H -3.893053 4.153104 -26.729399 0.370 0.222 -0.635 0.00
H -1.465781 2.398314 -26.212891 0.430 -0.009 0.211 0.00
H -1.363637 3.959673 -27.023446 -0.049 0.063 -0.665 0.00
H -1.565526 0.685824 -29.156992 -0.762 0.192 -0.405 0.00
H -0.593637 1.018587 -27.929923 0.747 0.930 0.442 0.00
H -0.667731 2.110488 -29.449370 0.349 0.479 0.572 0.00
H -5.125784 2.630741 -25.958877 -0.328 -0.031 0.399 0.00
H -4.152709 1.804359 -26.862457 -0.149 -0.806 -0.233 0.00
C 4.486333 5.455350 -20.716061 1.075 -1.323 0.207 0.00
C 3.202542 6.127909 -20.992712 -0.741 -0.195 1.390 0.00
C 2.450502 6.218039 -19.621803 0.361 0.468 -0.898 0.00
O 2.106915 4.956245 -19.053559 0.388 0.415 -2.297 0.00
C 1.361590 5.072513 -17.902950 -0.388 -0.072 0.769 0.00
N 3.471201 7.370001 -21.652589 -0.258 0.928 -0.070 0.00
H 4.279831 4.711286 -19.946760 0.205 -0.868 -0.637 0.00
H 5.276045 6.012824 -20.212385 -0.316 0.997 -0.117 0.00
H 4.951572 5.110825 -21.639619 -0.032 -0.555 0.191 0.00
H 2.518334 5.556518 -21.619983 0.325 -0.396 -0.298 0.00
H 1.591559 6.832170 -19.892289 -0.642 0.049 0.688 0.00
H 3.112850 6.760106 -18.946845 -0.062 0.272 0.345 0.00
H 0.758447 4.175921 -17.759954 0.267 -0.327 0.035 0.00
H 0.633485 5.880805 -17.971009 0.258 0.431 0.173 0.00
H 2.053839 5.187955 -17.068945 -0.325 0.244 0.465 0.00
H 4.000335 7.984854 -21.050857 0.294 0.050 0.077 0.00
H 2.652722 7.895707 -21.924291 -0.301 -0.119 -0.071 0.00
C 0.505058 -0.598705 -16.859820 1.433 -0.737 -0.376 0.00
O 1.084379 0.571047 -17.444208 0.860 0.669 -2.651 0.00
P 1.621452 0.470885 -19.039537 -0.498 -0.248 1.428 0.00
O 2.643028 1.441949 -19.441525 -0.475 0.034 0.500 0.00
O 2.100532 -1.041225 -19.202098 -1.339 0.366 -0.247 0.00
C 2.370677 -1.578120 -20.549679 -0.158 -0.458 1.512 0.00
O 0.235513 0.611057 -19.875311 1.523 0.339 0.234 0.00
C -0.216340 1.989376 -19.840240 -1.296 -0.172 0.608 0.00
H 1.358626 -1.028975 -16.335999 -0.391 -0.413 0.472 0.00
H 0.282565 -1.294275 -17.669001 -0.685 -0.125 0.365 0.00
H -0.312052 -0.398751 -16.166680 0.019 0.313 -0.401 0.00
H 1.809358 -2.501362 -20.693365 -0.423 0.185 0.236 0.00
H 3.395051 -1.920964 -20.403996 0.223 0.647 -1.112 0.00
H 2.049794 -0.860786 -21.305023 0.817 -0.048 -0.115 0.00
H -0.805103 2.059121 -18.925587 -0.365 0.168 -0.075 0.00
H -0.867925 2.136554 -20.701553 0.168 -0.013 0.030 0.00
H 0.524953 2.782282 -19.740775 0.602 -0.458 -0.506 0.00
C 3.515851 5.561452 -13.502577 0.934 -1.448 1.172 0.00
O 3.185004 6.788338 -12.890937 -2.259 0.814 -0.528 0.00
P 1.843063 7.640999 -13.219939 -0.155 0.298 0.377 0.00
O 1.064854 8.049026 -11.998675 1.369 -0.691 -2.526 0.00
O 2.555811 8.816533 -14.092870 -3.035 -1.822 -0.186 0.00
C 3.661534 9.423110 -13.605711 2.641 1.993 1.566 0.00
O 1.004729 6.857023 -14.412431 0.819 0.758 1.635 0.00
C -0.331821 7.278986 -14.727300 -0.757 0.401 -0.117 0.00
H 3.682855 4.901360 -12.651407 -0.095 -0.370 -0.041 0.00
H 4.509405 5.625855 -13.946198 -0.317 0.264 -0.601 0.00
H 2.758063 5.071918 -14.114318 0.029 0.611 -0.263 0.00
H 4.593786 9.064702 -14.042236 -0.144 0.068 -0.600 0.00
H 3.883902 9.341912 -12.541729 -0.648 -0.590 0.374 0.00
H 3.556952 10.504651 -13.691834 0.141 0.051 -0.618 0.00
H -1.120295 6.569727 -14.475620 0.548 -0.686 0.226 0.00
H -0.414463 7.463488 -15.798387 0.381 0.096 -0.007 0.00
H -0.663848 8.170841 -14.195842 0.539 0.245 0.064 0.00
C -0.824108 5.258538 -21.762025 -0.431 -0.589 0.396 0.00
O -1.673908 6.139973 -20.952748 0.335 -0.011 0.361 0.00
P -3.093256 5.695397 -20.416721 0.350 0.407 -0.262 0.00
O -3.798324 4.889063 -21.412048 -0.387 -0.693 0.948 0.00
O -2.808208 5.080684 -18.925722 -1.221 0.295 -1.661 0.00
C -2.113443 5.911337 -18.015427 1.132 0.215 0.754 0.00
O -3.813971 7.125587 -20.169200 -0.160 -0.124 1.042 0.00
C -5.112345 7.188355 -19.458455 0.984 -0.781 -1.257 0.00
H -0.824793 5.651786 -22.778613 0.460 -0.046 0.269 0.00
H -1.135501 4.214344 -21.790166 -1.045 0.154 -0.168 0.00
H 0.123762 5.088606 -21.251360 0.344 1.104 -0.183 0.00
H -1.725014 6.822973 -18.469456 -0.003 -0.030 -0.120 0.00
H -1.261384 5.346225 -17.637618 -0.090 -0.007 -0.135 0.00
H -2.673477 6.191932 -17.123386 -0.633 -0.119 -0.230 0.00
H -5.012103 7.501695 -18.419283 0.283 0.112 -0.145 0.00
H -5.560311 6.195764 -19.505219 -0.172 0.022 0.136 0.00
H -5.730247 7.864885 -20.048878 0.055 0.090 0.208 0.00
C -7.438956 8.196650 -15.974945 -1.095 0.712 -0.145 0.00
O -7.434819 7.553751 -14.702611 0.875 1.392 -0.468 0.00
P -7.568236 6.031776 -14.475978 0.665 -3.720 2.250 0.00
O -8.883892 5.455873 -14.787854 0.344 0.579 -0.169 0.00
O -6.334407 5.274370 -15.244661 -1.451 1.165 0.966 0.00
C -6.194760 5.226262 -16.660650 1.687 -1.043 -0.237 0.00
O -7.077678 5.806807 -12.889391 -0.418 0.411 -2.737 0.00
C -7.881792 6.178371 -11.745140 -0.329 0.042 -0.695 0.00
H -7.674393 7.598419 -16.855169 0.237 -0.640 0.338 0.00
H -6.517208 8.748131 -16.160236 0.095 -0.177 0.348 0.00
H -8.281251 8.887186 -15.932506 0.231 0.313 0.005 0.00
H -7.011483 5.491963 -17.331822 -0.210 0.307 0.582 0.00
H -5.872148 4.221692 -16.934241 -0.691 -0.479 0.232 0.00
H -5.242166 5.702766 -16.892172 -0.325 0.979 -0.192 0.00
H -7.969581 5.328470 -11.068341 0.516 0.075 -0.019 0.00
H -8.911124 6.402703 -12.024876 0.029 0.210 -0.222 0.00
H -7.407799 7.052844 -11.299358 -0.126 -0.202 0.215 0.00
C -9.644566 5.018495 -20.703453 -0.915 -0.288 -0.138 0.00
O -9.054133 6.107742 -21.411528 0.726 1.064 -2.324 0.00
P -9.041214 6.131837 -23.072909 -1.119 -2.671 -1.135 0.00
O -10.391124 5.873838 -23.698957 3.056 0.327 1.490 0.00
O -7.854451 5.023231 -23.461231 -5.046 1.152 -0.559 0.00
C -6.536535 5.187562 -23.119332 0.743 0.102 0.960 0.00
O -8.381150 7.502356 -23.599301 -1.265 -0.589 1.140 0.00
C -7.882138 8.447334 -22.692521 2.073 0.195 0.675 0.00
H -9.249700 5.100408 -19.690792 -0.079 -0.414 -0.154 0.00
H -9.526766 4.044757 -21.178932 0.917 0.021 0.072 0.00
H -10.732438 5.086405 -20.707769 -0.079 0.595 0.243 0.00
H -6.549083 5.566467 -22.097389 0.896 0.058 0.181 0.00
H -6.062330 5.882225 -23.812642 0.418 -0.157 0.104 0.00
H -6.147690 4.169404 -23.134891 0.682 0.402 -0.015 0.00
H -8.307894 8.514348 -21.691364 -1.090 0.002 -0.333 0.00
H -7.769309 9.414073 -23.183216 -0.342 -0.103 0.017 0.00
H -6.885650 8.095582 -22.425357 0.532 0.304 -0.151 0.00